1.
C19H34GaGeO6S3 as an isolated structure. Source: the Open Molecules 2025 dataset; level of theory: wB97M-V/def2-TZVPD.

Computed properties:
* molecular weight: 597.0 g/mol
* HOMO-LUMO gap (spin up / spin down): 8.52 / 5.88 eV
* DFT total energy: -173941.702 eV
* highest occupied orbital energy (spin up / spin down): -7.99 / -8.31 eV
* multiplicity: 2
* LUMO (spin up / spin down): 0.019 / -0.089 Eh
* energy above the lowest of the compared OMol25 structures with the same formula, charge and spin: 0.0 kJ/mol
* net charge: 0

```
64
Properties=species:S:1:pos:R:3:forces:R:3:lowdin_spin:R:1
Ga -0.359 -1.009 -0.440 0.595 0.069 -0.146 0.0216
C 1.502 2.195 2.715 -0.046 0.022 -0.037 -0.0002
C 0.556 2.783 1.670 -0.018 -0.059 0.060 0.0012
C 1.182 4.028 1.048 0.010 0.040 -0.008 0.0007
C -0.788 3.131 2.305 0.012 0.034 0.010 0.0019
O 0.366 1.764 0.699 0.058 -0.029 -0.055 0.0245
Ge -0.177 1.951 -1.035 -0.062 -0.016 0.018 0.0018
O -1.531 0.524 -0.789 -0.052 -0.075 0.128 0.0017
C -2.931 0.628 -1.153 -0.028 0.040 -0.005 0.0001
C -3.725 -0.371 -0.324 -0.007 -0.002 -0.027 0.0020
C -3.070 0.349 -2.643 -0.030 0.012 0.006 0.0000
C -3.399 2.042 -0.825 -0.014 -0.020 0.006 0.0002
O 0.797 0.323 -1.428 -0.285 -0.047 -0.141 0.0060
C 1.984 0.302 -2.254 0.065 -0.004 0.088 0.0006
C 2.161 -1.082 -2.867 0.012 0.023 -0.010 0.0004
C 1.808 1.307 -3.388 0.070 0.022 -0.011 0.0002
C 3.176 0.683 -1.383 -0.001 -0.023 -0.027 0.0028
H 1.664 2.891 3.539 0.000 0.032 0.014 0.0000
H 2.465 1.963 2.258 0.014 -0.011 -0.019 0.0000
H 1.081 1.272 3.113 -0.014 -0.021 0.021 0.0002
H 1.423 4.758 1.823 0.008 0.027 0.005 0.0001
H 0.503 4.504 0.338 -0.015 -0.008 -0.008 0.0000
H 2.103 3.768 0.524 0.018 -0.015 -0.003 0.0000
H -0.678 3.925 3.047 -0.001 -0.006 0.023 0.0001
H -1.215 2.253 2.791 -0.005 -0.034 -0.010 0.0020
H -1.486 3.475 1.540 -0.008 0.024 -0.022 0.0000
H -3.441 -1.400 -0.543 0.012 0.012 0.019 0.0005
H -4.788 -0.271 -0.551 0.004 -0.001 -0.016 0.0001
H -3.587 -0.179 0.742 -0.005 0.000 -0.001 0.0011
H -2.751 -0.663 -2.884 0.014 -0.017 0.010 0.0000
H -2.465 1.056 -3.214 0.017 0.018 -0.014 0.0000
H -4.111 0.464 -2.949 -0.022 0.000 -0.015 0.0000
H -3.260 2.254 0.236 0.027 0.001 0.022 0.0000
H -4.461 2.136 -1.057 -0.015 0.004 0.001 0.0000
H -2.861 2.788 -1.411 0.001 0.000 -0.010 0.0002
H 1.288 -1.351 -3.460 -0.008 0.002 0.009 0.0001
H 2.323 -1.848 -2.113 -0.004 -0.024 0.054 0.0003
H 3.038 -1.072 -3.516 -0.004 0.002 -0.006 0.0000
H 0.897 1.097 -3.949 -0.027 -0.013 -0.003 0.0000
H 2.657 1.234 -4.069 0.012 0.009 -0.021 0.0000
H 1.762 2.334 -3.022 -0.001 -0.005 0.008 0.0000
H 3.288 -0.023 -0.560 -0.007 -0.009 -0.003 0.0032
H 3.031 1.679 -0.960 -0.011 0.007 0.006 0.0000
H 4.094 0.689 -1.973 0.012 -0.001 -0.006 0.0001
S 1.548 -2.193 0.337 -0.037 -0.024 -0.100 0.1789
C 1.336 -2.178 2.025 0.008 0.006 0.003 0.1221
C 2.328 -2.793 2.827 0.013 -0.018 -0.035 -0.0075
C 2.238 -2.800 4.188 0.010 -0.006 0.002 0.0789
C 1.144 -2.189 4.841 -0.047 0.026 0.011 0.0263
C 0.169 -1.587 4.106 -0.009 0.003 0.064 0.0298
C 0.224 -1.558 2.685 -0.058 0.008 -0.059 0.1001
S -1.013 -0.769 1.857 0.052 0.005 0.029 0.3735
H 3.169 -3.256 2.330 0.009 -0.011 -0.008 -0.0024
H 3.013 -3.276 4.775 0.013 -0.008 0.003 0.0047
H 1.084 -2.202 5.920 -0.009 0.007 0.014 0.0006
H -0.676 -1.113 4.587 -0.016 0.007 0.025 -0.0005
C -0.635 -4.704 -1.986 0.044 0.065 0.050 0.0017
S -1.544 -3.238 -1.571 0.005 -0.024 0.031 0.0021
O -2.838 -3.322 -2.176 -0.059 -0.069 -0.076 0.0006
O -0.721 -2.076 -2.087 0.000 0.161 0.083 0.0019
O -1.502 -3.067 -0.115 -0.175 -0.087 0.087 0.0147
H -1.062 -5.127 -2.888 0.006 0.019 -0.057 0.0002
H -0.733 -5.394 -1.152 -0.050 -0.029 -0.004 0.0001
H 0.408 -4.439 -2.131 0.027 0.006 0.053 0.0007
```
Forces are in eV/Å.

2.
C19H34HgN10O2S2 as an isolated structure at a distorted geometry. Source: the Open Molecules 2025 dataset; level of theory: wB97M-V/def2-TZVPD.

Computed properties:
* molecular weight: 699.3 g/mol
* HOMO-LUMO gap (spin up / spin down): 7.92 / 3.58 eV
* DFT total energy: -65083.311 eV
* highest occupied orbital energy (spin up / spin down): -10.51 / -10.46 eV
* multiplicity: 2
* LUMO (spin up / spin down): -0.095 / -0.253 Eh
* energy above the lowest of the compared OMol25 structures with the same formula, charge and spin: 129.1 kJ/mol
* net charge: +1

```
68
Properties=species:S:1:pos:R:3:forces:R:3:lowdin_spin:R:1
Hg -0.090 0.830 -0.601 0.224 -0.608 -0.525 0.4908
C 1.759 -1.640 5.565 0.026 -0.274 1.106 0.0008
C 0.958 -0.570 4.870 -0.784 -0.571 -0.653 0.0040
C -0.121 -0.940 4.044 0.603 0.858 0.812 -0.0005
C -0.952 0.013 3.506 0.108 1.080 0.102 0.0062
C -2.288 -0.340 2.943 1.046 -1.102 -1.423 0.0022
C -0.610 1.384 3.560 0.612 -1.513 1.906 0.0096
C 0.379 1.768 4.509 -0.733 0.729 -2.060 0.0020
C 0.578 3.242 4.751 0.292 1.132 0.730 0.0001
C 1.149 0.788 5.110 0.492 -0.711 -0.131 0.0011
H 2.704 -1.256 5.946 0.139 0.157 -0.158 0.0000
H 1.997 -2.530 4.962 -0.326 0.394 0.029 0.0001
H 1.237 -1.987 6.502 0.232 0.217 -0.995 0.0003
H -0.402 -1.947 3.872 -0.020 -1.033 0.208 -0.0001
H -2.501 -1.429 3.015 -0.147 0.777 0.457 0.0001
H -2.138 -0.204 1.866 -0.894 0.345 -0.070 0.0078
H -3.044 0.316 3.353 -0.359 -0.192 -0.198 0.0000
H -1.260 2.051 3.031 -0.141 0.699 0.081 -0.0003
H 1.019 3.443 5.743 0.095 -0.304 -0.397 0.0000
H -0.376 3.788 4.811 0.081 -0.380 -0.270 0.0001
H 1.194 3.818 4.019 -0.317 -0.815 0.285 0.0001
H 2.016 1.028 5.698 0.018 0.469 0.476 0.0000
N -7.449 3.252 -2.113 0.994 1.085 0.010 0.0000
N -7.403 1.909 -1.822 0.045 -2.592 0.447 0.0001
C -6.373 1.356 -1.073 -0.810 2.189 -0.782 0.0001
N -6.329 0.026 -1.018 0.806 -1.127 0.695 0.0000
N -5.573 2.319 -0.558 0.894 -2.045 0.628 0.0005
N -4.485 1.856 0.203 0.070 -1.915 -0.533 0.0002
O -3.772 2.691 0.671 0.083 0.937 0.227 0.0047
O -4.183 0.616 0.351 -1.068 1.714 -0.632 0.0056
H -6.627 3.583 -1.601 -0.364 0.873 -0.341 0.0000
H -8.289 3.658 -1.730 -0.071 0.093 0.372 0.0000
H -7.825 1.358 -2.567 0.465 -0.182 0.495 0.0000
H -7.215 -0.449 -1.085 0.104 -0.074 -0.174 0.0000
H -5.545 -0.442 -0.510 -1.055 1.027 -0.499 0.0000
S -0.524 -2.143 -2.495 -0.476 -0.231 -0.441 0.2276
C -0.415 -3.479 -1.491 0.213 0.678 0.760 0.0295
N -0.810 -4.754 -1.543 -0.829 1.200 -1.875 0.0056
C -0.556 -5.575 -0.429 0.224 -2.399 1.740 0.0009
C 0.247 -4.783 0.573 2.215 -0.822 0.591 0.0008
S 0.348 -3.101 0.017 0.036 0.280 -0.005 0.0131
H -1.502 -5.049 -2.230 0.490 0.221 0.004 0.0010
H 0.035 -6.497 -0.657 -0.546 0.735 -0.374 -0.0001
H -1.459 -5.956 0.091 0.029 0.412 -0.705 0.0002
H 1.297 -5.196 0.626 -1.111 0.484 0.097 0.0002
H -0.180 -4.838 1.553 -0.185 0.033 0.551 0.0003
C 3.354 0.095 -1.876 1.682 -0.974 0.503 0.0073
N 2.398 0.750 -2.682 -0.565 0.544 -1.099 0.1271
C 2.795 2.174 -2.826 -0.924 0.234 -1.271 0.0042
N 4.117 2.373 -3.335 1.653 -0.657 -0.926 0.0093
C 5.056 1.634 -2.456 1.026 0.497 -1.065 0.0016
N 4.738 0.205 -2.351 0.211 0.299 -0.903 0.0122
C 4.807 -0.346 -3.729 -0.743 -0.077 0.341 0.0015
N 3.838 0.356 -4.598 1.536 0.142 -1.013 0.0126
C 2.520 0.163 -4.045 -0.014 -0.019 -0.164 0.0043
C 4.233 1.773 -4.729 -3.835 -0.272 2.740 0.0015
H 3.193 -0.958 -1.842 -0.699 -0.922 0.124 0.0000
H 3.321 0.472 -0.887 -0.043 0.495 1.185 0.0012
H 2.759 2.706 -1.902 -0.396 0.109 0.963 0.0003
H 2.071 2.608 -3.536 0.178 0.101 0.344 -0.0004
H 5.008 2.075 -1.462 0.213 0.068 0.084 0.0000
H 6.083 1.775 -2.932 -1.156 -0.282 0.970 0.0010
H 4.545 -1.414 -3.771 0.044 0.265 0.425 0.0000
H 5.836 -0.272 -4.073 -0.040 0.314 -0.273 0.0006
H 2.389 -0.908 -4.066 -0.312 -0.452 0.700 0.0002
H 1.729 0.533 -4.677 -0.088 0.640 -0.337 0.0000
H 3.440 2.285 -5.273 0.140 -0.014 -0.461 0.0000
H 5.150 1.935 -5.194 1.729 0.037 -0.442 0.0004
```
Forces are in eV/Å.

3.
C19H34N3O5P2Yb as an isolated structure at a distorted geometry. Source: the Open Molecules 2025 dataset; level of theory: wB97M-V/def2-TZVPD.

Computed properties:
* molecular weight: 619.5 g/mol
* HOMO-LUMO gap (spin up / spin down): 6.36 / 7.14 eV
* DFT total energy: -85056.368 eV
* highest occupied orbital energy (spin up / spin down): -13.47 / -14.25 eV
* multiplicity: 2
* LUMO (spin up / spin down): -0.261 / -0.261 Eh
* net charge: +2

```
64
Properties=species:S:1:pos:R:3:forces:R:3:lowdin_spin:R:1
Yb 0.258 0.594 -0.464 1.350 0.273 -3.982 0.0060
P 2.456 -1.382 -0.429 0.649 -0.787 -0.256 0.0828
C 2.409 -1.611 -2.191 0.172 1.719 -1.047 0.4946
C 1.184 -1.601 -2.922 -1.095 -0.161 -0.998 0.0245
N 0.036 -0.986 -2.447 0.784 -0.844 0.813 0.0677
C -1.139 -1.311 -3.000 -0.057 0.412 0.006 0.0191
C -1.256 -2.177 -4.081 0.225 0.050 -0.023 0.1000
C -0.111 -2.670 -4.685 -0.029 0.280 -0.210 0.0042
C 1.106 -2.317 -4.145 0.825 0.277 0.659 0.1078
C -2.391 -0.715 -2.419 -0.045 -0.282 -0.019 -0.0001
P -2.356 1.041 -1.890 -0.658 -0.069 -0.324 0.0014
H 2.063 -2.589 -4.574 -0.185 -0.361 -0.153 0.0028
H -2.236 -2.391 -4.469 -0.155 -0.149 -0.076 0.0048
H -0.175 -3.276 -5.585 0.058 0.068 0.152 -0.0019
H -3.178 -0.780 -3.174 -0.135 -0.184 0.221 -0.0002
H -2.682 -1.281 -1.521 0.051 0.038 -0.466 -0.0003
H 3.014 2.898 -3.346 -0.752 -0.893 0.138 0.0000
H 3.350 -1.447 -2.755 -0.640 -0.657 0.290 0.0186
H -0.115 5.716 -0.904 0.190 0.209 -0.399 0.0000
O 2.618 2.057 -3.018 -1.194 -0.060 -0.499 0.0017
H 1.783 1.857 -3.534 1.744 0.803 0.496 -0.0001
H 0.219 2.136 1.692 0.598 0.767 0.352 0.0000
O -0.212 5.145 -1.682 -1.106 -1.210 1.249 0.0000
H -0.900 4.508 -1.344 0.867 0.953 -0.827 0.0000
C -2.893 1.845 -3.441 0.540 0.460 -0.102 0.0001
H -3.850 1.434 -3.784 0.260 0.016 0.144 0.0000
H -3.008 2.923 -3.268 0.019 -0.227 -0.171 0.0001
H -2.128 1.692 -4.211 -0.173 0.140 0.011 0.0000
C -3.966 1.085 -1.018 0.115 0.222 0.508 0.0002
H -4.026 2.027 -0.458 -0.181 -0.222 -0.095 0.0000
H -4.800 1.043 -1.730 0.238 -0.062 0.176 0.0001
H -4.041 0.248 -0.316 -0.040 0.194 -0.083 0.0000
C 2.386 -3.195 -0.069 -0.267 -0.083 0.401 0.0492
H 3.250 -3.692 -0.543 -0.331 0.247 0.282 0.0013
H 2.373 -3.382 1.016 0.046 -0.071 -0.369 0.0048
H 1.464 -3.593 -0.526 0.313 0.114 0.299 0.0009
C 4.230 -0.972 -0.235 -0.083 0.266 0.405 0.0027
H 4.409 -0.691 0.810 0.167 -0.046 -0.256 0.0008
H 4.875 -1.816 -0.501 -0.189 0.112 0.034 0.0000
H 4.466 -0.118 -0.883 -0.038 -0.126 0.215 0.0001
C 0.604 2.467 4.346 0.225 0.557 0.227 0.0000
C -0.569 1.511 4.329 -0.408 0.135 0.085 0.0000
C -0.431 0.186 3.531 -0.624 0.054 0.886 0.0001
C 0.776 -0.724 3.987 -0.321 -0.547 -0.001 0.0001
C 2.129 -0.210 3.555 0.612 0.071 -0.057 0.0011
C -1.731 -0.576 3.747 -1.083 -0.441 1.600 0.0000
O -2.416 -0.508 4.743 1.043 0.001 -0.939 0.0000
N -2.103 -1.457 2.729 -0.289 -0.280 -0.942 0.0000
C -1.914 -1.210 1.390 -1.595 -1.460 0.044 0.0001
O -2.520 -1.784 0.492 1.337 1.045 1.536 0.0002
N -0.969 -0.214 1.133 0.885 1.394 1.935 0.0006
C -0.346 0.419 2.090 0.290 -1.826 -0.543 0.0011
O 0.698 1.291 1.701 -1.939 -0.123 -0.376 0.0012
H 1.367 2.150 5.065 -0.098 0.191 -0.238 0.0000
H 0.238 3.452 4.665 0.161 -0.248 0.026 0.0000
H 1.061 2.593 3.360 0.131 0.201 0.593 0.0000
H -0.838 1.253 5.366 0.002 -0.063 -0.525 0.0000
H -1.444 2.034 3.910 0.050 -0.141 0.186 0.0000
H 0.725 -0.843 5.082 -0.212 0.258 -0.395 0.0000
H 0.627 -1.731 3.559 -0.068 0.293 0.197 0.0001
H 2.260 0.841 3.826 0.185 -0.415 -0.239 0.0000
H 2.930 -0.779 4.043 -0.251 0.046 -0.082 0.0000
H 2.257 -0.332 2.469 0.136 0.110 0.301 0.0015
H -2.876 -2.085 2.923 -0.030 0.061 0.224 0.0000
```
Forces are in eV/Å.